Here is an isolated molecule of C4H4N2 in a non-equilibrium geometry from the OMol25 dataset. Energies are from ωB97M-V with the def2-TZVPD basis set.

Calculated values
Total energy: -264.214789 Eh
F_max: 1.26 eV/Å
Relative energy (zero: lowest compared OMol25 entry of this formula, charge and spin): 70.1 kcal/mol
Frontier orbital gap: 11.4 eV
Net charge: 0
Highest occupied orbital energy: -10.6245 eV

Each line ends with the natural charge from an NBO analysis.
Atoms and positions in Å:
N: -0.976 -1.156 0.000  -0.7909
C: -0.353 0.091 0.367  0.0348
C: 1.112 -0.001 0.216  -0.0425
C: 2.305 -0.072 0.086  -0.1744
C: -1.287 2.234 -0.840  0.3093
N: -0.831 1.264 -0.353  -0.5598
H: -0.762 -1.414 -0.959  0.3728
H: -1.985 -1.106 0.101  0.3731
H: -0.589 0.295 1.418  0.2353
H: 3.366 -0.134 -0.036  0.2424